# 1
Entry from OMol25: C21H13CoF4N6O3 as an isolated structure in a non-equilibrium geometry (ωB97M-V/def2-TZVPD).

Each line ends with the natural charge from an NBO analysis.
CARTESIAN COORDINATES (ANGSTROEM)
Co (1.50148, 0.38924, -2.06551)  0.595
N (3.47992, 0.61328, -2.27138)  -0.818
C (3.77902, 2.01820, -2.63939)  -0.238
C (2.72313, 2.89443, -2.01322)  -0.235
N (1.40559, 2.35799, -2.42823)  -0.832
H (3.93284, 0.37719, -1.39272)  0.391
H (3.86160, -0.02181, -2.96428)  0.403
H (3.72527, 2.09837, -3.72552)  0.209
H (4.77589, 2.32871, -2.32867)  0.220
H (2.85890, 3.93590, -2.30774)  0.216
H (2.78025, 2.83802, -0.92629)  0.210
H (1.26484, 2.53311, -3.42029)  0.392
H (0.66581, 2.85920, -1.94598)  0.398
O (-3.81917, -2.70497, -1.13566)  -0.629
C (-3.56933, -1.44618, -1.50553)  0.396
C (-4.65549, -0.56870, -1.51735)  -0.267
C (-4.47565, 0.74521, -1.87466)  -0.118
C (-3.21228, 1.23500, -2.23800)  -0.256
C (-2.14012, 0.38234, -2.23327)  -0.138
C (-2.29321, -0.96951, -1.86847)  -0.268
C (-1.17019, -1.86807, -1.72197)  0.764
O (-1.13455, -2.94021, -1.18196)  -0.564
O (0.03043, -1.37049, -2.29742)  -0.394
H (-2.98948, -3.20110, -1.04518)  0.512
H (-5.62338, -0.95162, -1.22349)  0.248
H (-5.32586, 1.41537, -1.86687)  0.234
H (-3.08813, 2.27545, -2.50303)  0.228
H (-1.16138, 0.75025, -2.50944)  0.198
F (1.13876, -3.32932, 3.45279)  -0.267
C (0.85982, -2.07190, 3.14579)  0.346
C (0.32775, -1.27631, 4.14146)  0.430
F (0.16315, -1.82396, 5.33105)  -0.266
C (-0.06055, 0.05290, 3.91588)  -0.162
C (0.22347, 0.54586, 2.62890)  0.357
C (0.78667, -0.24332, 1.65913)  0.379
F (1.04032, 0.34357, 0.47210)  -0.326
C (1.07474, -1.59689, 1.85465)  -0.135
C (1.44365, -2.51079, 0.74235)  -0.210
C (1.27103, -2.14457, -0.50800)  0.453
N (1.23790, -1.53921, -1.57790)  -0.192
C (1.92441, -3.85153, 0.96809)  0.237
N (2.35377, -4.90713, 1.10533)  -0.191
F (-0.03357, 1.80864, 2.31593)  -0.274
C (-0.72513, 0.84190, 4.91692)  -0.113
C (-0.99943, 0.35956, 6.22218)  0.218
N (-1.26958, 0.00410, 7.28552)  -0.172
C (-1.22486, 2.14416, 4.64841)  0.227
N (-1.65908, 3.18969, 4.43095)  -0.194

* 2S+1: 2
* total energy: -3144.070930 hartree
* net charge: +1
* ΔE to the lowest compared entry with this formula, charge and spin: 98.1 kcal per mole
* HOMO level (alpha / beta): -10.696 / -10.695 eV
* HOMO-LUMO gap (alpha / beta): 6.497 / 5.045 eV

---

# 2
Entry from OMol25: C21H15AsOS4Se4V as an isolated structure (ωB97M-V/def2-TZVPD).

Each line ends with the natural charge from an NBO analysis.
CARTESIAN COORDINATES (ANGSTROEM)
V (-0.58725, 0.36402, 2.40767)  0.085
O (4.43596, -1.06563, 6.75045)  -0.537
C (3.56190, -0.90894, 5.95798)  0.214
S (3.82432, -0.34343, 4.28878)  0.353
C (2.14093, -0.33795, 3.83079)  -0.451
C (1.22703, -0.69186, 4.77385)  -0.399
S (-0.45271, -0.78761, 4.41093)  0.072
S (1.83300, -1.11322, 6.35034)  0.363
S (1.64506, 0.06725, 2.24080)  0.132
Se (-2.60532, -1.09359, 2.09092)  -0.212
Se (-3.54130, 1.04781, 1.79705)  0.072
Se (-2.62238, 2.12980, 3.64510)  0.077
Se (-0.44242, 2.68799, 2.83112)  -0.122
C (3.26600, 2.50947, -1.96314)  -0.199
C (3.07363, 1.18597, -2.32246)  -0.201
C (1.99312, 0.47240, -1.81939)  -0.234
C (1.09769, 1.08980, -0.95364)  -0.255
C (1.30784, 2.41240, -0.57483)  -0.245
C (2.38332, 3.12082, -1.08513)  -0.193
As (-0.39279, 0.13282, -0.16748)  1.006
C (-0.11021, -1.68764, -0.75560)  -0.254
C (-0.31422, -2.05959, -2.08343)  -0.246
C (-0.07792, -3.36631, -2.48732)  -0.201
C (0.37164, -4.30408, -1.57159)  -0.195
C (0.58228, -3.93734, -0.25134)  -0.205
C (0.33924, -2.63410, 0.15916)  -0.214
C (-1.92081, 0.74551, -1.18448)  -0.245
C (-2.03141, 2.08748, -1.52999)  -0.242
C (-3.18356, 2.55274, -2.14335)  -0.193
C (-4.23114, 1.68494, -2.41309)  -0.202
C (-4.12534, 0.34562, -2.06897)  -0.212
C (-2.97438, -0.12818, -1.45334)  -0.237
H (4.10878, 3.06005, -2.35420)  0.218
H (3.76419, 0.69649, -2.99472)  0.218
H (1.86968, -0.56749, -2.10688)  0.226
H (0.64660, 2.89506, 0.14462)  0.223
H (2.53474, 4.14702, -0.78245)  0.218
H (-0.66354, -1.33624, -2.81851)  0.226
H (-0.24216, -3.64946, -3.51619)  0.218
H (0.55580, -5.32111, -1.88424)  0.218
H (0.93054, -4.66325, 0.46839)  0.221
H (0.50432, -2.36557, 1.20158)  0.221
H (-1.22897, 2.78830, -1.32304)  0.223
H (-3.26405, 3.59683, -2.40934)  0.217
H (-5.12974, 2.05374, -2.88649)  0.218
H (-4.93983, -0.33546, -2.27348)  0.220
H (-2.91618, -1.17628, -1.17141)  0.234

* 2S+1: 2
* total energy: -15262.836530 hartree
* ΔE to the lowest compared entry with this formula, charge and spin: 0.0 kcal per mole
* HOMO level (alpha / beta): -7.967 / -7.877 eV
* HOMO-LUMO gap (alpha / beta): 6.047 / 7.112 eV

---

# 3
Entry from OMol25: C21H15CaNO7 as an isolated structure in a non-equilibrium geometry (ωB97M-V/def2-TZVPD).

Each line ends with the natural charge from an NBO analysis.
CARTESIAN COORDINATES (ANGSTROEM)
Ca (-1.19936, -0.34267, 1.19749)  1.803
O (-1.07801, 3.30179, 3.50089)  -0.643
C (-1.41276, 2.12563, 2.99231)  0.793
O (-1.71742, 1.95969, 1.82754)  -0.648
C (-1.35474, 0.98713, 3.98194)  0.062
C (-1.08006, 1.07026, 5.32935)  -0.193
C (-0.97821, -0.13497, 6.02845)  -0.160
C (-1.10454, -1.34788, 5.37343)  -0.180
C (-1.36930, -1.34098, 4.00638)  0.126
N (-1.52961, -0.18513, 3.37883)  -0.532
C (-1.39243, -2.60907, 3.10440)  0.749
O (-1.30758, -3.68207, 3.66361)  -0.623
O (-1.46783, -2.33768, 1.84988)  -0.885
H (-1.09215, 3.94434, 2.77567)  0.510
H (-0.93345, 2.02352, 5.81590)  0.240
H (-0.76758, -0.11526, 7.08975)  0.229
H (-0.98769, -2.29670, 5.87792)  0.256
O (-1.06990, -0.16237, -0.92489)  -0.827
C (0.36358, -0.13104, -1.31372)  0.084
C (1.27699, -0.28141, -0.02357)  0.760
O (2.38829, -0.72345, -0.22272)  -0.632
O (0.77931, 0.13721, 1.08496)  -0.883
C (0.55598, -1.30441, -2.25489)  0.019
C (0.73256, -1.12977, -3.62032)  -0.227
C (0.82580, -2.23354, -4.46314)  -0.217
C (0.73479, -3.51277, -3.94392)  -0.192
C (0.55141, -3.69350, -2.57624)  -0.211
C (0.46388, -2.59745, -1.73920)  -0.200
C (0.67427, 1.22119, -1.94320)  -0.069
C (2.00108, 1.58914, -2.16269)  -0.201
C (2.29877, 2.80215, -2.76187)  -0.202
C (1.28211, 3.66526, -3.15065)  -0.215
C (-0.03726, 3.30370, -2.93562)  -0.228
C (-0.33797, 2.08689, -2.33354)  -0.165
H (-1.55419, -0.41992, -1.71757)  0.510
H (0.81246, -0.13288, -4.03339)  0.223
H (0.97107, -2.08603, -5.52527)  0.214
H (0.80992, -4.37171, -4.59813)  0.213
H (0.48474, -4.69029, -2.16111)  0.220
H (0.33313, -2.75295, -0.67369)  0.226
H (2.79315, 0.91582, -1.86500)  0.251
H (3.33395, 3.07299, -2.92412)  0.216
H (1.51923, 4.61301, -3.61623)  0.214
H (-0.84016, 3.96565, -3.23337)  0.212
H (-1.37432, 1.83053, -2.16065)  0.201

* 2S+1: 1
* total energy: -2068.480701 hartree
* ΔE to the lowest compared entry with this formula, charge and spin: 12.6 kcal per mole
* HOMO level: -9.001 eV
* HOMO-LUMO gap: 8.219 eV

---

# 4
Entry from OMol25: C21H15Cl2GaO3PRh as an isolated structure in a non-equilibrium geometry (ωB97M-V/def2-TZVPD).

Each line ends with the natural charge from an NBO analysis.
CARTESIAN COORDINATES (ANGSTROEM)
Rh (5.97537, 0.11012, -1.51225)  0.793
Ga (1.28089, -1.52479, -0.94852)  0.901
Cl (5.06547, 1.59257, 0.04203)  -0.454
Cl (2.43219, -3.13179, -0.11660)  -0.324
C (0.55094, -1.38967, -2.73407)  0.278
C (6.80657, 1.57072, -2.20303)  0.645
C (6.34898, -1.10562, -2.77931)  0.521
O (0.11913, -1.22839, -3.80639)  -0.324
O (7.30276, 2.61375, -2.35354)  -0.245
O (6.58096, -1.99966, -3.49179)  -0.256
C (-2.63273, -3.92379, 0.24856)  -0.121
C (-2.76325, -3.03900, -0.82456)  -0.156
C (-2.06225, -1.83250, -0.83005)  -0.262
C (-1.27403, -1.49221, 0.28036)  -0.348
C (-1.11000, -2.39736, 1.34947)  -0.230
C (-1.78691, -3.61345, 1.31916)  -0.157
P (-0.11788, -0.07584, 0.15379)  0.885
C (-0.97880, 1.13116, -0.90274)  -0.449
C (-0.24079, 1.91214, -1.80968)  -0.038
C (-0.90294, 2.82965, -2.62611)  0.041
C (-2.28936, 2.97951, -2.54646)  -0.171
C (-3.02053, 2.20259, -1.64207)  -0.103
C (-2.37173, 1.29406, -0.80651)  0.107
C (-0.01874, 0.63846, 1.83792)  -0.295
C (-0.86223, 1.69452, 2.22670)  -0.082
C (-0.93224, 2.07611, 3.56605)  0.061
C (-0.15183, 1.43506, 4.53383)  -0.169
C (0.73781, 0.43083, 4.14063)  -0.081
C (0.82894, 0.04931, 2.80055)  0.026
H (-3.18575, -4.86434, 0.24770)  0.277
H (-3.41148, -3.27631, -1.66764)  0.268
H (-2.10073, -1.16415, -1.69600)  0.218
H (-0.43954, -2.14524, 2.17426)  0.212
H (-1.65129, -4.31820, 2.13941)  0.270
H (0.84387, 1.78634, -1.87498)  0.257
H (-0.32631, 3.43153, -3.32943)  0.281
H (-2.80339, 3.69944, -3.18694)  0.302
H (-4.10349, 2.30245, -1.58562)  0.291
H (-2.94683, 0.70027, -0.08998)  0.258
H (-1.46776, 2.21156, 1.48153)  0.242
H (-1.60318, 2.88220, 3.86175)  0.282
H (-0.23000, 1.72230, 5.58180)  0.301
H (1.36159, -0.06449, 4.88432)  0.289
H (1.55056, -0.70983, 2.49448)  0.257

* 2S+1: 5
* total energy: -4330.246555 hartree
* net charge: +4
* HOMO level (alpha / beta): -18.251 / -20.409 eV
* HOMO-LUMO gap (alpha / beta): 4.919 / 3.896 eV